128
Properties=species:S:1:pos:R:3:lowdin_charge:R:1 method="wB97M-V/def2-TZVPD" total_charge=+1 homo_energy_ev=-11.44 total_energy_ha=-6962.56117
C 0.4959 -0.5548 3.2312 -0.09
C 0.8668 -0.9801 1.8101 -0.23
C -0.3209 -1.0678 0.8184 -0.19
C -1.3954 0.0077 1.0413 -0.12
C -2.2990 0.3061 -0.1932 -0.20
B -2.6930 -1.1430 -0.8156 -0.65
N -3.7328 -1.9315 -0.2074 0.22
O -1.9938 -1.5843 -1.9012 0.07
C -3.6298 1.0072 0.2385 -0.32
F -4.6254 0.7600 -0.7424 0.03
C -4.2731 0.7050 1.5760 -0.06
C -3.6007 1.3784 2.7891 -0.08
C -3.2867 0.3894 3.8962 -0.53
O -3.8296 -0.6686 4.0240 0.14
O -2.3701 0.8162 4.7906 0.12
C -3.4102 2.4758 -0.0327 0.06
B -4.4430 3.6210 0.4118 -0.62
O -5.4611 3.9792 -0.4005 0.24
O -4.2626 4.1937 1.6276 0.19
N -2.3707 2.6587 -0.7568 -0.01
C -1.9631 4.0119 -1.2012 -0.12
C -1.4193 4.9050 -0.0810 -0.11
C -0.1119 4.4976 0.5634 -0.20
F 0.9065 4.4503 -0.3773 -0.05
C -1.7399 1.3548 -1.1975 -0.70
S -2.4353 1.2717 -2.9104 0.86
P 0.0925 1.7054 -1.6092 0.64
O 0.7964 1.5131 -0.1569 -0.35
Br 0.8018 -0.1418 -2.6815 0.46
H -0.4587 -0.9763 3.5509 0.08
H 1.2680 -0.8284 3.9479 0.08
H 0.3908 0.5338 3.2897 0.06
H 1.2923 -1.9854 1.8743 0.11
H 1.6482 -0.3383 1.4068 0.09
H -0.7600 -2.0492 0.9786 0.10
H 0.0924 -1.0052 -0.1842 0.05
H -0.9305 0.9329 1.3912 0.11
H -2.0320 -0.3567 1.8440 0.11
H -3.8352 -2.8416 -0.6431 0.09
H -3.5505 -2.1242 0.7740 0.10
H -2.0961 -2.5378 -2.0084 0.10
H -4.3283 -0.3667 1.7398 0.11
H -5.3088 1.0450 1.5115 0.15
H -4.2538 2.1343 3.2255 0.13
H -2.6768 1.8902 2.5100 0.10
H -1.7606 1.4293 4.3542 0.07
H -5.5917 3.3859 -1.1515 0.13
H -4.7621 5.0172 1.7172 0.14
H -2.8446 4.4979 -1.6229 0.14
H -1.2436 3.9298 -2.0128 0.10
H -1.2815 5.8919 -0.5298 0.14
H -2.1437 5.0259 0.7268 0.11
H 0.1577 5.2470 1.3114 0.12
H -0.2011 3.5419 1.0822 0.09
H -1.8448 0.1342 -3.2982 -0.14
H 1.6839 1.9005 -0.1784 0.08
C 1.0962 -6.6268 -0.2099 0.04
C 0.0490 -5.8836 0.1398 0.02
C -0.3536 -4.7161 -0.6718 -0.35
O -1.3105 -4.0259 -0.3531 0.07
C 0.4427 -4.3902 -1.8788 0.02
C 1.4898 -5.1321 -2.2277 0.04
C 1.8976 -6.3146 -1.4201 -0.38
O 2.8492 -6.9879 -1.7429 0.13
H 1.4091 -7.4866 0.3685 0.12
H -0.5393 -6.1030 1.0221 0.09
H 0.1320 -3.5205 -2.4461 0.10
H 2.0927 -4.9192 -3.1015 0.12
C -2.0022 5.0473 4.2067 0.03
C -2.0703 6.1324 4.9723 0.05
C -0.9691 6.4730 5.9105 -0.38
O -1.0075 7.4735 6.5877 0.13
C 0.1915 5.5464 5.9742 0.02
C 0.2515 4.4561 5.2153 0.04
C -0.8372 4.1390 4.2678 -0.36
O -0.7710 3.1632 3.5354 0.05
H -2.7807 4.7726 3.5048 0.10
H -2.9053 6.8206 4.9452 0.13
H 0.9827 5.8186 6.6610 0.13
H 1.0925 3.7744 5.2329 0.13
C 5.9071 0.2912 -6.1987 0.03
C 5.2487 0.0946 -7.3375 0.02
C 3.7700 -0.0184 -7.3634 -0.40
O 3.1675 -0.2066 -8.4013 0.09
C 3.0491 0.0969 -6.0716 0.02
C 3.7072 0.2889 -4.9328 0.00
C 5.1881 0.4040 -4.9057 -0.38
O 5.7780 0.5859 -3.8631 0.11
H 6.9854 0.3718 -6.1549 0.13
H 5.7514 0.0030 -8.2918 0.13
H 1.9701 0.0095 -6.1158 0.12
H 3.2036 0.3672 -3.9777 0.04
C -2.4671 -10.5510 3.6522 0.03
C -1.4209 -9.8378 3.2443 0.02
C -1.5976 -8.5043 2.6240 -0.36
O -0.6402 -7.8534 2.2500 0.08
C -2.9796 -7.9894 2.4732 0.02
C -4.0271 -8.7005 2.8797 0.03
C -3.8542 -10.0394 3.5032 -0.38
O -4.8074 -10.6846 3.8742 0.12
H -2.3655 -11.5273 4.1084 0.13
H -0.4016 -10.1884 3.3429 0.12
H -3.0818 -7.0117 2.0186 0.12
H -5.0460 -8.3485 2.7815 0.12
C 2.2382 8.0818 4.8785 0.02
C 3.3765 8.3764 5.4993 0.04
C 4.6148 8.6643 4.7277 -0.38
O 5.6536 8.9321 5.2855 0.13
C 4.5268 8.6053 3.2440 0.03
C 3.3869 8.3007 2.6288 0.02
C 2.1551 8.0133 3.4005 -0.38
O 1.1127 7.7137 2.8488 0.08
H 1.3175 7.8839 5.4093 0.09
H 3.4612 8.4252 6.5777 0.13
H 5.4409 8.8193 2.7051 0.13
H 3.3022 8.2465 1.5509 0.12
C 4.7959 -5.5868 -7.3026 0.02
C 3.8726 -6.2348 -8.0080 0.02
C 2.9219 -5.5071 -8.8893 -0.39
O 2.0760 -6.0982 -9.5233 0.11
C 3.0452 -4.0283 -8.9574 0.03
C 3.9700 -3.3824 -8.2529 0.03
C 4.9143 -4.1091 -7.3702 -0.38
O 5.7491 -3.5113 -6.7226 0.10
H 5.4974 -6.0943 -6.6526 0.12
H 3.7644 -7.3115 -7.9771 0.12
H 2.3450 -3.5167 -9.6058 0.13
H 4.0735 -2.3081 -8.2842 0.08

117
Properties=species:S:1:pos:R:3:lowdin_charge:R:1 method="wB97M-V/def2-TZVPD" total_charge=-2 homo_energy_ev=-0.77 total_energy_ha=-5420.24723
Ag 0.4595 0.4973 0.8607 0.69
C -1.4954 -1.5030 4.7715 -0.06
C -1.3155 -0.5405 3.5887 -0.57
O -0.3931 -0.8217 2.7803 -0.14
C -2.1737 0.5591 3.5753 -0.08
C -2.0904 1.7380 2.7689 -0.36
C -2.9623 2.9112 3.1771 -0.07
N -1.2574 1.8889 1.7830 -0.01
N -1.1007 3.1877 1.3430 0.03
C -0.3424 3.3221 0.2806 -0.53
O 0.0587 2.4113 -0.5189 -0.17
C 0.0855 4.7296 0.0051 -0.13
C 1.0146 4.9687 -1.0064 -0.03
C 1.4894 6.2492 -1.2515 -0.11
C 1.0346 7.3205 -0.4948 -0.14
C 0.1015 7.0933 0.5121 -0.12
C -0.3637 5.8130 0.7624 -0.04
H -1.1203 -2.4903 4.5004 0.06
H -2.5421 -1.5796 5.0741 0.06
H -0.9174 -1.1348 5.6240 0.06
H -2.9228 0.5823 4.3603 0.07
H -3.7623 2.6067 3.8547 0.05
H -3.3880 3.3859 2.2935 0.06
H -2.3347 3.6553 3.6742 0.07
H 1.3662 4.1186 -1.5778 0.10
H 2.2230 6.4150 -2.0334 0.09
H 1.4133 8.3212 -0.6729 0.08
H -0.2550 7.9240 1.1122 0.08
H -1.0726 5.6133 1.5544 0.10
C 1.3768 0.8573 5.3822 -0.07
C 2.2075 2.0873 5.0238 -0.18
C 3.2883 1.7771 3.9754 -0.31
C 4.1450 3.0385 3.7265 -0.17
C 5.0968 2.9021 2.5365 -0.08
C 4.1968 0.6886 4.5067 -0.45
O 4.7539 0.7536 5.5941 0.05
N 4.3815 -0.3624 3.6730 0.20
C 3.8612 -0.5106 2.3469 -0.53
O 4.3590 -1.4458 1.7081 -0.03
N 2.9273 0.3315 1.9269 0.17
C 2.5883 1.4264 2.6487 -0.48
O 1.7591 2.2261 2.2335 0.03
H 0.5661 1.1256 6.0623 0.07
H 1.9939 0.0982 5.8697 0.08
H 0.9281 0.4242 4.4860 0.06
H 2.6896 2.4889 5.9193 0.11
H 1.5562 2.8497 4.5953 0.12
H 4.7100 3.2490 4.6379 0.11
H 3.4540 3.8624 3.5400 0.12
H 5.7628 2.0443 2.6616 0.07
H 5.7122 3.7976 2.4300 0.06
H 4.5308 2.7645 1.6143 0.08
H 5.0018 -1.0999 3.9675 0.14
N 4.9663 -0.5235 -1.1183 0.12
C 3.7251 -0.0725 -1.5102 -0.39
C 2.5612 -0.6962 -1.0239 -0.10
N 1.3536 -0.3338 -1.4174 0.01
C 1.2953 0.6457 -2.3337 -0.17
C 2.4327 1.2572 -2.8025 -0.15
N 3.6592 0.9139 -2.3985 0.11
H 4.9547 -0.9283 -0.1827 0.05
H 5.6991 0.1491 -1.2765 0.08
H 2.6393 -1.4954 -0.2974 0.10
H 0.3090 0.9330 -2.6720 0.09
H 2.3792 2.0630 -3.5272 0.09
C -1.3196 -1.8691 -2.0289 -0.39
C -2.5428 -2.6328 -2.5115 -0.44
As -2.2848 -3.8058 -4.0789 1.28
C -0.5774 -4.5855 -3.5225 -0.42
C 0.6762 -4.1581 -3.9490 -0.11
C 1.8264 -4.7939 -3.5037 -0.08
C 1.7402 -5.8599 -2.6207 -0.10
C 0.4948 -6.2884 -2.1804 -0.10
C -0.6523 -5.6604 -2.6373 -0.15
C -1.6829 -2.5290 -5.4231 -0.42
C -1.0622 -3.0225 -6.5743 -0.15
C -0.7354 -2.1825 -7.6246 -0.10
C -1.0421 -0.8290 -7.5564 -0.10
C -1.6815 -0.3312 -6.4294 -0.09
C -2.0022 -1.1746 -5.3765 -0.11
P -1.4659 -1.0287 -0.3490 1.10
C -2.0951 -2.4442 0.6163 -0.37
C -1.4799 -3.6921 0.4927 -0.10
C -1.8704 -4.7634 1.2796 -0.10
C -2.8787 -4.6024 2.2204 -0.11
C -3.4651 -3.3558 2.3830 -0.09
C -3.0712 -2.2827 1.5998 -0.11
C -2.9772 -0.0441 -0.7259 -0.34
C -2.7209 1.2411 -1.2075 -0.09
C -3.7504 2.0274 -1.7053 -0.08
C -5.0518 1.5449 -1.7191 -0.11
C -5.3236 0.2887 -1.1944 -0.11
C -4.2948 -0.5012 -0.6999 -0.11
H -1.0503 -1.0763 -2.7298 0.05
H -0.4504 -2.5244 -1.9500 0.05
H -3.3551 -1.9498 -2.7604 0.05
H -2.9174 -3.2955 -1.7293 0.05
H 0.7571 -3.3073 -4.6142 0.10
H 2.7970 -4.4450 -3.8342 0.10
H 2.6390 -6.3492 -2.2673 0.10
H 0.4205 -7.1084 -1.4766 0.10
H -1.6266 -5.9890 -2.2887 0.09
H -0.8283 -4.0805 -6.6339 0.10
H -0.2417 -2.5796 -8.5038 0.09
H -0.7872 -0.1686 -8.3755 0.09
H -1.9273 0.7217 -6.3696 0.10
H -2.5010 -0.7686 -4.5030 0.09
H -0.6731 -3.8261 -0.2195 0.09
H -1.3696 -5.7193 1.1732 0.09
H -3.1879 -5.4389 2.8363 0.09
H -4.2258 -3.2144 3.1420 0.10
H -3.4838 -1.2981 1.7795 0.10
H -1.7021 1.6238 -1.1613 0.07
H -3.5347 3.0227 -2.0751 0.10
H -5.8558 2.1444 -2.1313 0.09
H -6.3422 -0.0838 -1.1836 0.09
H -4.5204 -1.4831 -0.3043 0.09

Ordered energy relative to the best compared isomer or geometry (same formula, charge and spin) results: 0.0 0.0; unit kJ/mol.
Ordered Kohn-Sham gap results: 7.265 4.667; unit eV.